# 1
89
Properties=species:S:1:pos:R:3:forces:R:3:lowdin_spin:R:1 method="wB97M-V/def2-TZVPD" e_tot_ev=-104755.628 s2=2.0127 de_lowest_kj_mol=415.1 multiplicity=3 e_homo_ev="-6.601 / -8.051" molar_mass_g_mol=1031.51 orbital_gap_ev="5.59 / 7.14" total_charge=0
W -0.103 -0.733 1.067 1.51 -0.56 -0.77 0.862
O -0.614 -1.135 2.970 0.31 -0.48 0.62 0.008
N -1.476 -2.180 3.144 -0.29 1.29 0.76 0.010
C -1.312 -2.925 4.263 -0.02 -0.33 -0.51 0.000
C -2.339 -3.714 4.684 -0.10 0.06 -0.21 0.000
C -3.551 -3.667 3.964 0.01 -0.16 0.18 0.000
C -3.710 -2.847 2.882 0.31 0.23 -0.15 -0.001
C -2.638 -2.019 2.472 -0.19 -0.61 0.20 0.002
S -2.675 -0.815 1.280 0.04 0.27 -0.05 -0.001
H -0.331 -2.875 4.710 0.00 0.10 0.02 0.000
H -2.211 -4.351 5.544 -0.02 -0.02 0.02 0.000
H -4.379 -4.287 4.284 0.00 -0.01 -0.01 0.000
H -4.642 -2.783 2.342 -0.02 -0.01 0.00 0.000
I 2.526 -0.411 2.486 -0.16 -0.24 -0.18 -0.012
C 1.719 0.888 3.862 -0.17 0.19 0.18 -0.004
C 2.371 1.156 5.028 -0.07 0.08 0.02 0.005
C 1.839 2.136 5.895 0.06 -0.07 -0.04 -0.002
C 0.716 2.815 5.534 -0.05 0.03 -0.04 0.004
C 0.044 2.544 4.314 0.00 0.06 0.09 -0.001
C -1.092 3.300 3.941 0.04 -0.02 0.00 0.016
C -1.691 3.065 2.742 0.03 -0.07 -0.05 -0.001
C -1.232 2.025 1.903 0.10 0.19 -0.06 0.017
C -0.168 1.214 2.227 -0.34 -0.34 0.00 -0.022
C 0.518 1.522 3.449 0.03 0.02 -0.05 -0.001
H 3.290 0.646 5.282 0.02 -0.02 0.00 0.000
H 2.342 2.356 6.827 0.01 -0.01 0.01 0.000
H 0.317 3.592 6.174 -0.01 0.00 0.01 0.000
H -1.451 4.073 4.610 0.00 0.01 0.01 0.001
H -2.547 3.651 2.433 0.00 0.01 -0.01 -0.001
H -1.758 1.871 0.972 -0.02 -0.01 0.06 0.002
C 2.948 3.002 -1.161 0.00 0.02 0.01 0.001
C 3.027 1.550 -0.750 -0.09 0.01 0.01 0.000
C 4.436 1.069 -0.476 0.02 0.02 -0.01 0.000
O 2.464 0.791 -1.854 0.12 -0.10 0.06 0.004
P 1.832 -0.642 -1.705 -0.01 0.06 0.12 0.040
O 1.656 -1.075 -0.253 -0.30 0.07 0.03 0.005
C 0.370 -0.496 -2.672 -0.13 0.03 0.05 0.231
P -0.951 0.761 -1.754 0.74 -0.21 -0.26 0.365
O -0.166 0.650 -0.368 -1.04 0.25 -0.08 0.057
O -0.331 2.166 -2.240 -0.03 0.16 0.37 0.064
C -0.250 2.907 -3.460 0.01 -0.03 -0.05 0.002
C -1.607 3.362 -3.960 0.02 0.01 -0.09 0.004
C 0.532 2.183 -4.540 0.01 0.07 -0.09 0.000
O -2.394 1.181 -1.046 -0.19 0.16 0.09 0.184
C -3.566 1.359 -1.858 -0.01 -0.17 -0.10 0.020
C -4.419 0.106 -1.799 -0.06 0.02 -0.06 0.005
C -4.297 2.585 -1.345 0.00 -0.05 0.02 0.004
O 2.924 -1.556 -2.372 0.01 0.03 -0.09 0.028
C 2.804 -2.958 -2.779 0.05 0.01 0.06 0.001
C 2.321 -3.821 -1.636 -0.01 -0.04 -0.01 0.001
C 1.960 -3.095 -4.033 -0.02 0.00 -0.02 0.003
H 3.379 3.630 -0.382 0.00 0.01 0.01 0.000
H 1.908 3.290 -1.309 -0.02 -0.01 0.00 0.000
H 3.502 3.167 -2.086 0.02 0.00 -0.01 0.000
H 2.381 1.384 0.115 0.03 0.01 -0.01 0.000
H 5.064 1.223 -1.353 0.01 0.02 -0.01 0.000
H 4.452 0.007 -0.227 -0.03 -0.02 0.01 0.000
H 4.860 1.623 0.363 0.01 0.00 0.01 0.000
H -0.146 -1.432 -2.849 0.07 -0.05 -0.07 0.003
H 0.643 -0.013 -3.605 0.00 -0.19 0.00 0.003
H 0.322 3.790 -3.159 -0.03 -0.01 -0.03 0.001
H -2.158 2.540 -4.419 0.01 -0.02 0.02 0.003
H -1.465 4.132 -4.720 -0.02 0.00 -0.03 0.000
H -2.204 3.786 -3.156 -0.02 0.02 0.09 0.000
H -0.001 1.294 -4.883 -0.03 0.08 -0.06 0.001
H 1.523 1.899 -4.187 -0.01 -0.01 0.02 0.000
H 0.648 2.847 -5.397 0.02 0.02 0.00 0.000
H -3.260 1.516 -2.901 0.00 0.03 0.15 0.011
H -4.749 -0.082 -0.778 0.01 0.00 0.04 0.000
H -3.857 -0.762 -2.144 0.02 -0.02 -0.01 0.004
H -5.301 0.224 -2.432 0.00 -0.01 -0.01 0.000
H -3.615 3.426 -1.239 0.05 0.06 -0.04 0.000
H -4.731 2.377 -0.365 0.01 0.00 0.03 0.001
H -5.103 2.866 -2.024 -0.01 -0.02 0.00 0.001
H 3.839 -3.209 -3.011 -0.02 0.03 -0.01 0.000
H 1.310 -3.546 -1.330 -0.01 0.00 -0.01 0.000
H 2.993 -3.745 -0.784 0.00 0.00 0.01 0.000
H 2.298 -4.863 -1.959 0.03 0.00 0.01 0.000
H 0.897 -3.174 -3.803 -0.01 0.02 0.02 0.001
H 2.254 -4.005 -4.556 -0.03 -0.03 0.01 0.000
H 2.121 -2.251 -4.704 0.04 -0.01 -0.02 0.001
S -1.828 -3.975 -2.107 0.09 0.25 0.19 0.015
C -1.313 -2.789 -1.147 -0.08 -0.04 -0.13 0.011
N -0.915 -1.892 -0.502 -0.09 -0.14 -0.09 0.001
N 4.056 -5.566 1.055 0.10 -0.03 -0.05 0.006
C 3.130 -5.044 1.507 0.02 -0.02 -0.15 0.002
N 2.094 -4.501 2.108 -0.10 -0.12 0.33 0.015
C 1.346 -3.582 1.686 -0.19 0.31 0.00 0.014
N 0.572 -2.729 1.461 0.04 0.01 -0.20 0.003



# 2
85
Properties=species:S:1:pos:R:3:forces:R:3:lowdin_charge:R:1 method="wB97M-V/def2-TZVPD" e_tot_ev=-129782.046 de_lowest_kj_mol=0.0 multiplicity=1 e_homo_ev=-5.714 molar_mass_g_mol=700.76 orbital_gap_ev=4.47 total_charge=0
Na -0.062 -0.602 -0.677 -0.43 0.45 0.22 0.270
C 4.259 -0.480 -2.521 0.41 0.06 0.17 -0.018
C 2.952 -0.245 -1.817 1.09 -0.55 0.05 -0.290
N 1.796 -0.528 -2.215 -1.00 -1.01 -1.17 0.084
C 1.452 -1.094 -3.541 1.43 -0.34 0.48 -0.183
C 0.150 -0.499 -3.985 -0.90 0.25 -1.25 -0.246
N -0.973 -0.885 -3.156 -0.46 0.33 0.90 -0.075
C -2.157 -0.060 -3.425 -0.70 0.56 -0.70 -0.198
C -3.152 0.188 -2.260 -0.08 -0.78 -0.82 -0.221
N -2.553 0.582 -1.032 2.15 -0.38 -0.24 -0.080
C -3.416 1.037 -0.020 -1.28 -0.10 0.79 -0.239
C -2.763 1.192 1.342 -0.29 0.27 2.47 -0.194
N -1.346 0.945 1.328 0.94 -0.70 0.44 -0.050
C -0.474 0.996 2.550 0.34 -0.64 -0.90 -0.321
C -1.020 1.734 3.751 -0.42 -0.82 0.80 -0.043
C 1.833 1.198 1.282 -0.68 0.48 0.09 -0.217
C 2.949 1.290 2.112 0.28 0.16 -0.58 -0.008
C 4.178 0.942 1.566 0.04 -0.48 0.52 -0.051
C 4.279 0.397 0.288 -1.84 0.55 -0.64 0.005
C 3.051 0.291 -0.443 0.31 0.49 1.56 -0.180
N 1.862 0.675 0.063 1.33 0.02 0.38 0.164
H 4.084 -0.593 -3.571 0.09 -0.17 -0.59 0.053
H 4.779 -1.389 -2.144 -0.41 0.51 -0.15 0.105
H 4.939 0.375 -2.381 -0.24 -0.30 -0.03 0.090
H 1.376 -2.228 -3.469 0.00 1.23 0.09 0.133
H 2.230 -0.891 -4.320 -0.51 -0.11 0.50 0.112
H -0.024 -0.822 -5.056 0.21 0.48 0.67 0.133
H 0.137 0.610 -3.935 0.62 -0.62 -0.20 0.120
H -1.173 -1.867 -3.257 -0.14 -0.23 -0.01 0.107
H -2.747 -0.460 -4.300 0.36 0.26 0.74 0.127
H -1.799 0.916 -3.762 0.10 0.00 0.12 0.100
H -3.611 -0.796 -2.120 -0.51 0.03 0.29 0.106
H -3.957 0.894 -2.580 0.46 -0.35 -0.21 0.127
H -1.771 1.239 -1.125 -0.27 0.03 -0.44 0.068
H -4.199 0.294 0.164 -0.22 -0.03 -0.51 0.113
H -3.919 1.968 -0.280 -0.14 0.35 -0.13 0.112
H -3.195 0.417 2.041 0.51 0.59 -0.59 0.131
H -3.021 2.188 1.822 0.19 -0.92 -0.76 0.111
H -1.575 2.590 3.419 0.04 0.63 -0.09 0.070
H -0.229 2.017 4.490 -0.66 -0.15 -0.66 0.107
H -1.762 1.078 4.251 0.35 0.42 -0.06 0.092
H 2.857 1.738 3.106 0.20 -0.33 -0.43 0.115
H 5.051 1.067 2.193 0.21 -0.03 -0.14 0.105
H 5.232 0.163 -0.164 -0.04 -0.09 0.10 0.097
C -3.107 6.242 -0.382 -1.50 1.36 -1.20 -0.119
C -1.964 5.893 0.528 1.15 0.27 0.48 -0.267
N -0.892 5.252 -0.229 -0.21 1.01 0.04 -0.064
C -0.755 3.932 -0.455 -0.66 -2.37 1.54 -0.940
S -0.088 3.457 -1.925 0.75 -0.31 -0.95 0.474
N -1.175 3.106 0.536 -0.13 3.02 -0.42 -0.046
N -0.533 1.914 0.545 1.15 -1.42 0.99 -0.091
C 0.532 1.850 1.729 -0.41 1.02 -0.41 -0.254
C 0.867 3.256 2.324 0.63 0.43 -0.78 -0.029
C 0.083 -0.410 2.931 -1.64 -0.33 -0.28 -0.162
C -0.011 -0.841 4.250 0.94 -0.51 -0.44 -0.007
C 0.409 -2.154 4.554 -0.27 0.69 1.08 -0.064
C 0.908 -2.967 3.572 0.66 0.36 -0.98 -0.065
C 0.989 -2.417 2.276 -0.60 -0.70 0.52 -0.136
N 0.466 -1.254 1.934 0.58 0.99 0.47 0.128
H -3.973 6.619 0.189 0.17 -0.34 -0.03 0.066
H -3.472 5.457 -1.081 0.45 -0.01 0.88 0.082
H -2.912 7.093 -1.084 0.40 -0.56 0.61 0.077
H -2.308 5.269 1.371 0.39 -0.01 -0.55 0.103
H -1.475 6.804 0.983 -0.88 -0.64 -0.37 0.119
H -0.571 5.765 -1.039 -0.25 0.15 0.04 0.080
H -0.005 3.926 2.451 0.36 -0.78 0.00 0.075
H 1.502 3.776 1.552 -0.46 -0.45 0.77 0.110
H 1.460 3.205 3.273 -0.60 -0.06 -0.79 0.080
H -0.331 -0.123 4.996 0.07 -0.52 0.11 0.094
H 0.396 -2.494 5.595 -0.17 0.08 -0.40 0.111
H 1.320 -3.960 3.748 -0.21 0.26 0.12 0.106
H 1.446 -3.014 1.492 -0.18 0.05 -0.17 0.100
Se -2.129 -4.178 0.224 2.07 -0.40 -0.91 1.110
N -0.550 -3.768 -0.653 -0.25 -0.66 0.68 -0.199
C 0.100 -4.925 -0.812 -0.95 0.29 0.01 -0.398
C 1.354 -5.111 -1.458 -0.30 -0.02 0.17 -0.028
C 1.793 -6.350 -1.773 -0.49 0.96 -0.03 -0.071
C 1.078 -7.513 -1.409 -0.75 -0.33 0.54 -0.081
C -0.072 -7.443 -0.690 0.00 0.19 0.16 -0.007
C -0.578 -6.119 -0.386 -1.22 -0.15 0.67 -0.382
N -1.736 -5.910 0.229 -0.18 -0.30 -0.13 -0.263
H 1.889 -4.231 -1.661 0.82 0.92 -0.63 0.091
H 2.646 -6.435 -2.397 0.89 -0.18 -0.20 0.100
H 1.491 -8.451 -1.702 0.08 -0.60 -0.09 0.099
H -0.636 -8.326 -0.354 0.32 0.56 -0.23 0.123